This record from the Open Molecules 2025 dataset describes a structure of composition C17H30F2N4PdSSi2. The level of theory is ωB97M-V with the def2-TZVPD basis set.

The lowest unoccupied orbital energy (alpha / beta) is -0.3540 / -0.3540 hartree. The strongest force on any atom comes out at 0.06228 Eh/bohr. As for the total charge: +2. The highest occupied orbital energy (alpha / beta) comes out at -14.843 / -14.845 eV. The value obtained for the orbital gap (alpha / beta) is 5.21 / 5.21 eV. The value obtained for the calculated total energy is -59564.1555 eV.

Each line ends with the Mulliken charge.
Element x y z (Å)
Pd1 -1.0574 -0.6886 -0.4271  -0.303
C1 1.0797 0.8431 -2.2363  -0.818
Si1 2.0622 0.4942 -0.6226  0.305
C2 3.8842 0.2189 -1.0871  -1.226
C3 1.9267 1.9086 0.6764  -0.974
C4 1.1064 -0.9471 0.1902  0.670
C5 0.7309 -1.0548 1.5659  0.255
C6 1.5950 -1.0289 2.6716  -0.727
C7 1.0827 -1.2780 3.9313  -0.573
C8 -0.2740 -1.5421 4.0812  -0.928
C9 -1.0825 -1.5347 2.9481  -0.396
N1 -0.5888 -1.2947 1.7516  0.271
Si2 0.9292 -2.7282 -0.6990  0.443
C10 0.0001 -3.9915 0.3901  -0.961
C11 0.2756 -2.5085 -2.4918  -1.025
C12 2.7682 -3.2479 -0.6558  -1.153
H1 1.0652 1.9099 -2.4381  0.401
H2 0.0278 0.5111 -2.1931  0.152
H3 1.5447 0.3665 -3.0941  0.435
H4 4.2923 1.1505 -1.4737  0.390
H5 4.0083 -0.5308 -1.8630  0.380
H6 4.4894 -0.0704 -0.2342  0.393
H7 2.7166 2.6313 0.4956  0.476
H8 2.0312 1.5581 1.6982  0.414
H9 0.9697 2.4137 0.5813  0.139
H10 2.6435 -0.8385 2.5191  0.620
H11 1.7325 -1.2851 4.7937  0.506
H12 -0.7029 -1.7446 5.0492  0.469
H13 -2.1418 -1.7515 3.0187  0.584
H14 -1.0542 -3.7871 0.5516  0.285
H15 0.4792 -4.0891 1.3617  0.338
H16 0.0643 -4.9669 -0.0870  0.462
H17 -0.6338 -1.8975 -2.5852  0.294
H18 0.0315 -3.4878 -2.8920  0.445
H19 1.0369 -2.0782 -3.1347  0.333
H20 3.1811 -3.2006 0.3458  0.353
H21 3.3987 -2.6601 -1.3093  0.332
H22 2.8270 -4.2811 -0.9807  0.405
F1 -3.7275 -0.8128 -0.0470  -0.223
C13 -2.9702 -1.4503 -0.9974  0.226
F2 -2.8400 -2.7326 -0.5535  -0.157
H23 -3.5104 -1.4436 -1.9543  0.327
C14 -2.2571 5.3587 -1.8111  -1.491
C15 -1.1606 4.3588 -1.4555  0.034
C16 -1.6400 3.2921 -0.5506  0.020
N2 -1.2400 2.0662 -0.5572  0.034
N3 -1.8180 1.2814 0.3561  0.033
C17 -2.7233 1.8972 1.0956  0.168
N4 -3.4172 1.3206 2.0732  -0.364
S1 -2.8656 3.5858 0.6733  -0.189
H24 -1.8359 6.1431 -2.4324  0.404
H25 -2.6672 5.8218 -0.9157  0.415
H26 -3.0645 4.8771 -2.3587  0.377
H27 -0.3383 4.8990 -0.9729  0.276
H28 -0.7618 3.8921 -2.3578  0.216
H29 -3.4798 0.3125 2.0902  0.180
H30 -4.1291 1.8419 2.5611  0.243